Entry from the Open Molecules 2025 dataset: C17H26GaN7OS as an isolated structure at a distorted geometry (wB97M-V/def2-TZVPD).

As for the energy above the lowest of the compared OMol25 structures with the same formula, charge and spin: 0.014 eV. As for the charge: +2. As for the electronic energy: -93730.169 eV. For the HOMO-LUMO gap, the calculation gives 7.86 eV.

Positions of all 53 atoms, in Å:
Ga (-0.481, 0.117, -0.050)
N (-0.530, 1.866, -1.419)
C (-1.392, 3.057, -1.298)
C (-1.384, 3.617, 0.117)
C (-2.077, 2.716, 1.135)
N (-1.252, 1.531, 1.443)
H (0.444, 2.165, -1.317)
H (-0.600, 1.514, -2.374)
H (-2.408, 2.772, -1.573)
H (-1.056, 3.837, -1.991)
H (-1.897, 4.579, 0.105)
H (-0.353, 3.786, 0.435)
H (-3.038, 2.374, 0.741)
H (-2.264, 3.293, 2.047)
H (-1.701, 1.024, 2.210)
H (-0.358, 1.852, 1.828)
N (2.187, -1.525, -1.793)
C (1.132, -1.719, -2.560)
N (1.272, -2.269, -3.756)
S (-0.456, -1.293, -2.071)
H (3.111, -1.763, -2.122)
H (2.098, -1.071, -0.883)
H (2.165, -2.615, -4.075)
H (0.468, -2.421, -4.342)
C (-2.666, -3.250, 2.358)
N (-3.163, -2.356, 1.329)
C (-4.453, -2.367, 0.928)
C (-4.897, -1.505, -0.022)
C (-3.972, -0.582, -0.590)
N (-2.709, -0.562, -0.142)
C (-2.309, -1.439, 0.788)
O (-1.116, -1.397, 1.169)
N (-4.348, 0.286, -1.519)
H (-3.269, -4.154, 2.388)
H (-2.692, -2.758, 3.332)
H (-1.630, -3.504, 2.136)
H (-5.100, -3.085, 1.410)
H (-5.921, -1.518, -0.352)
H (-5.280, 0.253, -1.904)
H (-3.663, 0.877, -1.963)
C (1.397, 0.331, 0.496)
C (2.594, 0.335, 0.727)
C (3.996, 0.246, 0.901)
C (4.582, -1.022, 0.844)
C (5.953, -1.150, 0.919)
C (6.750, -0.024, 1.057)
C (6.172, 1.233, 1.140)
C (4.799, 1.375, 1.061)
H (3.951, -1.893, 0.743)
H (6.402, -2.129, 0.864)
H (7.823, -0.127, 1.092)
H (6.793, 2.107, 1.259)
H (4.348, 2.354, 1.112)



Entry from the Open Molecules 2025 dataset: one molecule with the formula C5H4N2 at a distorted geometry (wB97M-V/def2-TZVPD).

As for the energy above the lowest of the compared OMol25 structures with the same formula, charge and spin: 4.209 eV. As for the SMILES: C#Cc1cn[nH]c1. As for the electronic energy: -8225.284 eV. For the HOMO-LUMO gap, the calculation gives 10.05 eV.

Positions of all 11 atoms, in Å:
C (2.657, -0.787, 0.161)
C (1.582, -0.243, 0.224)
C (0.264, 0.346, 0.192)
C (-0.490, 1.343, -0.513)
N (-1.728, 0.946, -0.710)
N (-1.934, -0.224, -0.125)
C (-0.547, -0.674, 0.559)
H (3.607, -1.266, 0.049)
H (-0.206, 2.330, -0.849)
H (-2.881, -0.522, -0.475)
H (-0.326, -1.249, 1.485)



Entry from the Open Molecules 2025 dataset: an isolated ion of composition C6H13NO and charge +1 at a distorted geometry (wB97M-V/def2-TZVPD).

As for the energy above the lowest of the compared OMol25 structures with the same formula, charge and spin: 0.857 eV. Its expectation value of S² is 0.77. As for the charge: +1. As for the electronic energy: -9961.502 eV. As for the spin multiplicity: 2. For the HOMO-LUMO gap (alpha / beta), the calculation gives 11.39 / 6.39 eV.

Positions of all 21 atoms, in Å:
C (1.817, 2.019, 1.262)
C (1.772, 0.535, 0.882)
C (0.551, 0.219, 0.012)
C (0.359, -1.315, -0.210)
C (-1.065, -1.632, 0.148)
N (-2.110, -1.321, -0.680)
C (-2.120, -0.244, -1.655)
O (-1.419, -2.139, 1.211)
H (2.265, 2.591, 0.452)
H (2.438, 2.179, 2.144)
H (0.830, 2.414, 1.504)
H (1.771, -0.064, 1.798)
H (2.680, 0.278, 0.334)
H (0.657, 0.740, -0.941)
H (-0.298, 0.698, 0.508)
H (0.444, -1.564, -1.250)
H (0.983, -1.856, 0.481)
H (-3.030, -1.588, -0.334)
H (-1.191, -0.212, -2.210)
H (-2.362, 0.683, -1.148)
H (-2.970, -0.422, -2.310)



Entry from the Open Molecules 2025 dataset: C18H19AsCl5F6GeMnN3OSi as an isolated structure at a distorted geometry (wB97M-V/def2-TZVPD).

As for the energy above the lowest of the compared OMol25 structures with the same formula, charge and spin: 0.783 eV. Its expectation value of S² is 8.81. As for the electronic energy: -260971.470 eV. As for the spin multiplicity: 6. For the HOMO-LUMO gap (alpha / beta), the calculation gives 6.29 / 5.85 eV.

Positions of all 56 atoms, in Å:
Mn (-0.519, 0.550, -0.193)
Cl (4.022, -0.825, -1.349)
C (2.598, -1.779, -1.523)
C (2.726, -2.954, -2.278)
C (1.658, -3.766, -2.515)
Cl (1.879, -5.241, -3.389)
C (0.374, -3.396, -2.065)
C (-0.802, -4.115, -2.353)
C (-2.009, -3.640, -1.922)
C (-2.046, -2.431, -1.214)
N (-0.970, -1.739, -0.923)
C (0.242, -2.201, -1.315)
C (1.377, -1.393, -0.965)
O (1.196, -0.352, -0.178)
H (3.705, -3.219, -2.652)
H (-0.728, -5.032, -2.921)
H (-2.928, -4.159, -2.154)
H (-2.991, -2.025, -0.870)
C (-2.985, 1.556, -2.728)
C (-3.413, 1.179, -1.346)
C (-4.734, 1.088, -0.951)
C (-5.031, 0.727, 0.365)
C (-4.031, 0.456, 1.274)
C (-2.707, 0.555, 0.830)
N (-2.446, 0.917, -0.457)
N (-1.535, 0.286, 1.448)
Si (-1.385, 0.110, 3.204)
C (-2.104, -1.582, 3.647)
C (0.434, 0.218, 3.599)
C (-2.308, 1.545, 4.024)
H (-2.282, 2.387, -2.677)
H (-3.833, 1.846, -3.343)
H (-2.471, 0.717, -3.201)
H (-5.522, 1.290, -1.661)
H (-6.066, 0.644, 0.668)
H (-4.245, 0.156, 2.288)
H (-1.430, -2.367, 3.299)
H (-3.074, -1.751, 3.178)
H (-2.221, -1.694, 4.726)
H (1.015, -0.478, 2.994)
H (0.623, -0.011, 4.649)
H (0.811, 1.223, 3.412)
H (-3.387, 1.404, 4.094)
H (-2.125, 2.468, 3.471)
H (-1.933, 1.689, 5.039)
Cl (3.938, 2.175, 2.901)
Ge (3.928, 0.765, 1.176)
Cl (6.018, 1.043, 0.468)
Cl (4.021, -1.266, 2.105)
F (0.865, 2.299, 0.327)
As (0.925, 2.866, -1.383)
F (1.607, 4.337, -0.878)
F (0.835, 3.355, -3.020)
F (2.420, 2.068, -1.603)
F (0.109, 1.253, -1.950)
F (-0.716, 3.361, -1.083)



Entry from the Open Molecules 2025 dataset: a 2-piece molecular cluster, C2H2Cl2F2 overall at a distorted geometry (wB97M-V/def2-TZVPD).

As for the energy above the lowest of the compared OMol25 structures with the same formula, charge and spin: 3.248 eV. As for the electronic energy: -32582.978 eV. For the HOMO-LUMO gap, the calculation gives 9.73 eV.

Positions of all 8 atoms, in Å:
C (1.551, -0.009, -0.002)
C (-2.711, 0.455, -0.567)
F (0.924, 1.165, -0.106)
F (-2.231, -0.746, -1.051)
Cl (0.808, -0.951, 1.323)
Cl (-2.361, 0.481, 0.992)
H (1.461, -0.458, -0.956)
H (2.559, 0.062, 0.367)



Entry from the Open Molecules 2025 dataset: C34H35BrCaClN6O5PTe as an isolated structure (wB97M-V/def2-TZVPD).

As for the energy above the lowest of the compared OMol25 structures with the same formula, charge and spin: 0.403 eV. As for the charge: -2. As for the electronic energy: -172599.597 eV. For the HOMO-LUMO gap, the calculation gives 5.95 eV.

Positions of all 85 atoms, in Å:
Ca (-1.252, 2.692, -2.259)
Br (2.772, -3.799, 3.685)
C (2.924, -3.979, 1.797)
C (3.217, -2.866, 1.026)
C (3.322, -2.993, -0.346)
C (3.142, -4.237, -0.955)
C (2.875, -5.347, -0.155)
C (2.749, -5.224, 1.220)
N (3.422, -4.467, -2.330)
N (3.099, -3.637, -3.224)
C (2.206, -2.599, -3.018)
C (2.522, -1.411, -3.687)
C (1.888, -0.219, -3.430)
C (0.805, -0.140, -2.510)
O (0.278, 0.939, -2.173)
C (0.304, -1.433, -1.991)
N (-0.867, -1.397, -1.324)
C (-1.389, -2.520, -0.898)
C (-0.802, -3.773, -1.128)
C (0.388, -3.828, -1.800)
C (1.006, -2.635, -2.234)
H (3.359, -1.901, 1.495)
H (3.533, -2.119, -0.948)
H (2.771, -6.313, -0.633)
H (2.525, -6.086, 1.833)
H (3.359, -1.452, -4.376)
H (2.181, 0.700, -3.921)
H (-2.330, -2.446, -0.361)
H (-1.297, -4.675, -0.791)
H (0.847, -4.780, -2.027)
C (4.225, 4.780, -0.525)
C (2.942, 4.540, 0.238)
O (1.871, 4.472, -0.694)
P (0.415, 5.051, -0.328)
O (-0.472, 4.694, -1.471)
Te (0.559, 7.321, 0.373)
O (0.060, 4.086, 0.921)
C (-0.761, 4.449, 2.027)
C (-2.216, 4.560, 1.621)
H (5.077, 4.776, 0.158)
H (4.183, 5.746, -1.028)
H (4.374, 4.004, -1.275)
H (2.758, 5.351, 0.951)
H (2.977, 3.594, 0.787)
H (-0.399, 5.397, 2.440)
H (-0.608, 3.658, 2.764)
H (-2.347, 5.378, 0.913)
H (-2.835, 4.763, 2.499)
H (-2.562, 3.643, 1.145)
Cl (-3.924, 2.850, -1.833)
C (-1.459, 1.124, -6.045)
C (-1.453, 2.617, -5.682)
C (-2.835, 3.227, -5.954)
O (-1.075, 2.804, -4.388)
H (-1.745, 0.944, -7.088)
H (-2.165, 0.601, -5.394)
H (-0.467, 0.701, -5.873)
H (-0.741, 3.109, -6.384)
H (-3.584, 2.729, -5.332)
H (-3.128, 3.144, -7.007)
H (-2.825, 4.281, -5.670)
N (-0.630, -1.733, 4.118)
C (-1.077, -2.544, 5.134)
C (-0.421, -3.263, 6.126)
C (-1.213, -3.988, 6.998)
C (-2.611, -3.996, 6.882)
C (-3.255, -3.279, 5.892)
C (-2.475, -2.541, 5.003)
N (-2.852, -1.752, 3.936)
C (-1.736, -1.289, 3.436)
C (-1.641, -0.378, 2.289)
C (-0.423, 0.075, 1.792)
C (-0.424, 0.947, 0.716)
N (-1.537, 1.376, 0.130)
C (-2.702, 0.942, 0.600)
C (-2.803, 0.068, 1.674)
H (0.327, -1.541, 3.882)
H (0.657, -3.262, 6.212)
H (-0.744, -4.564, 7.785)
H (-3.193, -4.578, 7.585)
H (-4.333, -3.285, 5.795)
H (0.529, -0.235, 2.205)
H (0.505, 1.310, 0.297)
H (-3.574, 1.325, 0.079)
H (-3.769, -0.260, 2.030)



Entry from the Open Molecules 2025 dataset: C5H20N10O13S2V as an isolated structure at a distorted geometry (wB97M-V/def2-TZVPD).

As for the energy above the lowest of the compared OMol25 structures with the same formula, charge and spin: 1.041 eV. Its expectation value of S² is 2.01. As for the charge: -1. As for the electronic energy: -94395.393 eV. As for the spin multiplicity: 3. For the HOMO-LUMO gap (alpha / beta), the calculation gives 7.50 / 8.21 eV.

Positions of all 51 atoms, in Å:
V (35.133, 12.456, 12.869)
S (36.340, 14.827, 13.925)
O (36.121, 16.169, 13.430)
O (36.600, 13.831, 12.879)
O (37.237, 14.805, 15.012)
O (35.048, 14.144, 14.213)
S (33.518, 10.491, 11.811)
O (32.757, 9.498, 12.579)
O (33.412, 10.495, 10.344)
O (33.305, 11.859, 12.314)
O (34.921, 10.486, 12.247)
C (33.432, 11.291, 15.461)
O (34.200, 11.753, 14.639)
N (33.410, 11.630, 16.745)
N (32.502, 10.435, 15.094)
H (32.868, 11.018, 17.331)
H (33.874, 12.485, 17.007)
H (32.023, 9.944, 15.833)
H (32.554, 10.005, 14.176)
C (37.846, 11.388, 14.756)
O (36.793, 11.434, 14.107)
N (38.301, 12.370, 15.507)
N (38.664, 10.357, 14.800)
H (37.866, 13.282, 15.394)
H (38.961, 12.155, 16.236)
H (38.451, 9.694, 14.068)
H (39.610, 10.393, 15.137)
C (33.788, 14.750, 10.722)
O (34.334, 13.878, 11.375)
N (32.737, 14.495, 9.981)
N (34.209, 16.012, 10.695)
H (32.241, 15.266, 9.564)
H (32.209, 13.665, 10.209)
H (35.131, 15.950, 11.109)
H (33.850, 16.741, 10.104)
C (30.498, 13.561, 13.274)
O (29.393, 13.998, 13.495)
N (31.599, 13.963, 13.887)
N (30.810, 12.698, 12.332)
H (32.472, 13.632, 13.494)
H (31.525, 14.552, 14.699)
H (30.100, 12.406, 11.680)
H (31.738, 12.287, 12.392)
C (37.156, 11.580, 10.084)
O (36.463, 12.043, 10.960)
N (36.935, 10.434, 9.446)
N (38.225, 12.167, 9.525)
H (36.021, 10.068, 9.675)
H (37.517, 10.077, 8.709)
H (38.687, 11.731, 8.746)
H (38.421, 13.145, 9.675)



Entry from the Open Molecules 2025 dataset: C14H19N5NaSTe4 as an isolated structure (wB97M-V/def2-TZVPD).

As for the energy above the lowest of the compared OMol25 structures with the same formula, charge and spin: 0.000 eV. As for the charge: -1. As for the electronic energy: -66706.128 eV. For the HOMO-LUMO gap, the calculation gives 4.69 eV.

Positions of all 44 atoms, in Å:
Na (0.205, 0.165, -0.554)
Te (-1.257, -1.676, 1.790)
Te (-3.129, -1.667, -0.208)
Te (-3.355, 0.931, -1.041)
Te (-1.363, 1.468, -2.843)
N (3.999, -1.859, -0.455)
C (4.613, -0.840, 0.245)
C (5.929, -0.624, 0.638)
C (6.186, 0.540, 1.338)
C (5.168, 1.457, 1.640)
C (3.863, 1.231, 1.249)
C (3.587, 0.064, 0.540)
N (2.379, -0.400, 0.037)
C (2.671, -1.530, -0.548)
C (1.735, -2.382, -1.302)
C (2.035, -3.593, -1.860)
S (0.673, -4.172, -2.713)
C (-0.191, -2.760, -2.281)
N (0.468, -1.932, -1.536)
H (4.443, -2.646, -0.888)
H (6.718, -1.328, 0.408)
H (7.197, 0.751, 1.663)
H (5.416, 2.356, 2.190)
H (3.074, 1.935, 1.474)
H (2.949, -4.158, -1.805)
H (-1.216, -2.578, -2.572)
C (-0.985, 4.522, 2.545)
C (-0.296, 4.424, 1.186)
C (1.221, 4.603, 1.358)
C (-0.829, 5.507, 0.253)
N (-0.655, 3.155, 0.560)
N (-0.241, 1.961, 1.198)
H (-0.871, 5.525, 2.961)
H (-0.560, 3.815, 3.260)
H (-2.048, 4.302, 2.441)
H (1.452, 5.590, 1.767)
H (1.730, 4.505, 0.397)
H (1.639, 3.869, 2.052)
H (-0.675, 6.499, 0.684)
H (-1.892, 5.355, 0.071)
H (-0.320, 5.472, -0.713)
H (-0.387, 3.117, -0.419)
H (-0.926, 1.686, 1.891)
H (0.673, 2.068, 1.632)



Entry from the Open Molecules 2025 dataset: C18H38OP2Pt as an isolated structure at a distorted geometry (wB97M-V/def2-TZVPD).

As for the energy above the lowest of the compared OMol25 structures with the same formula, charge and spin: 5.092 eV. Its expectation value of S² is 6.32. As for the charge: +2. As for the electronic energy: -43122.713 eV. As for the spin multiplicity: 5. For the HOMO-LUMO gap (alpha / beta), the calculation gives 6.12 / 5.66 eV.

Positions of all 60 atoms, in Å:
P (0.480, -2.165, -0.826)
P (0.216, 1.337, -1.987)
C (0.139, -1.518, -2.641)
C (0.436, -0.074, -3.148)
H (-0.938, -1.679, -2.819)
H (0.681, -2.268, -3.249)
H (1.459, 0.002, -3.570)
H (-0.258, 0.138, -3.983)
C (-0.618, 2.660, -3.020)
H (-1.050, 3.411, -2.329)
H (-1.407, 2.298, -3.701)
H (0.164, 3.139, -3.629)
C (1.843, 2.057, -1.919)
H (2.011, 2.490, -2.900)
H (2.638, 1.338, -1.721)
H (1.858, 2.838, -1.169)
C (-0.693, -3.602, -1.174)
H (-0.613, -4.342, -0.364)
H (-0.404, -4.061, -2.148)
H (-1.755, -3.257, -1.236)
C (2.198, -2.560, -1.007)
H (2.747, -1.587, -1.022)
H (2.272, -3.121, -1.926)
H (2.460, -3.154, -0.095)
Pt (2.506, -1.374, 1.149)
C (-0.710, 2.462, -0.354)
C (-2.045, 2.656, 0.096)
C (-3.236, 1.973, -0.353)
C (-3.028, 1.090, -1.673)
C (-2.116, -0.084, -1.381)
C (-1.426, -0.270, -0.245)
C (-0.018, 0.138, 0.084)
C (-0.010, 1.542, 0.665)
C (2.184, -3.076, 2.260)
H (-0.105, 3.403, -0.377)
H (-2.228, 3.275, 0.993)
H (-3.985, 2.763, -0.620)
H (-3.593, 1.277, 0.429)
H (-4.016, 0.744, -2.020)
H (-2.770, 1.841, -2.481)
H (-2.454, -0.997, -1.934)
H (-1.760, -0.965, 0.524)
H (0.702, 0.173, -0.828)
H (0.742, -0.494, 0.800)
H (-0.503, 1.460, 1.662)
H (1.063, 1.889, 0.799)
H (2.634, -3.104, 3.271)
H (2.441, -4.111, 1.856)
H (1.117, -3.062, 2.411)
C (-0.321, -0.601, 3.914)
C (0.878, 0.309, 3.699)
C (1.365, 0.936, 5.033)
O (1.980, -0.185, 2.891)
H (-0.119, -1.673, 3.989)
H (-1.059, -0.452, 3.127)
H (-0.857, -0.331, 4.842)
H (0.406, 1.198, 3.211)
H (1.923, 0.214, 5.656)
H (2.049, 1.788, 4.873)
H (0.502, 1.328, 5.612)



Entry from the Open Molecules 2025 dataset: an isolated ion of composition C2H7N2 and charge +1 at a distorted geometry (wB97M-V/def2-TZVPD).

As for the energy above the lowest of the compared OMol25 structures with the same formula, charge and spin: 5.144 eV. As for the charge: +1. As for the electronic energy: -5156.322 eV. For the HOMO-LUMO gap, the calculation gives 7.05 eV.

Positions of all 11 atoms, in Å:
C (1.560, -0.182, -0.283)
N (0.428, -0.775, 0.165)
C (-0.578, 0.042, 0.632)
N (-1.450, 0.301, -0.570)
H (2.214, -0.919, -0.744)
H (1.253, 0.658, -0.932)
H (2.060, 0.336, 0.563)
H (-1.156, -0.525, 1.332)
H (-0.297, 1.014, 1.048)
H (-2.343, 0.644, -0.210)
H (-1.692, -0.594, -1.002)